# 1
9
Properties=species:S:1:pos:R:3:forces:R:3 method="wB97M-V/def2-TZVPD" e_above_lowest_kcal_mol=37.4 homo_lumo_gap_ev=8.9 smiles="O=C=CBr.O=CBr" e_tot_ha=-5413.95605 total_charge=0 e_homo_ev=-9.3 fmax_ev_per_a=2.667
C 0.362 0.946 0.833 -0.966 2.485 0.071
C 0.937 1.993 1.413 0.451 -0.092 -0.537
C -0.391 -1.700 -1.474 -0.373 0.972 0.920
O 1.471 2.960 1.768 -0.406 -0.687 0.035
O 0.658 -1.281 -1.809 -0.483 -1.097 0.172
Br -1.307 1.549 0.008 0.718 -0.558 0.267
Br -0.891 -3.191 -0.263 0.793 -0.161 -0.276
H 0.527 -0.062 1.045 0.205 -1.175 0.180
H -1.366 -1.213 -1.520 0.061 0.312 -0.833



# 2
9
Properties=species:S:1:pos:R:3:forces:R:3 method="wB97M-V/def2-TZVPD" e_above_lowest_kcal_mol=62.1 homo_lumo_gap_ev="8.8 / 5.3" e_tot_ha=-10411.42117 total_charge=0 e_homo_ev="-10.3 / -8.9" fmax_ev_per_a=0.566
C -0.078 -0.396 0.904 0.072 -0.081 0.173
C 0.715 0.099 -0.219 -0.410 -0.272 -0.279
C -0.529 0.785 0.048 0.000 0.415 0.097
Br 2.451 0.545 -0.536 0.065 0.111 0.007
Br 0.325 -2.629 -2.617 0.008 0.227 0.188
Br -2.055 0.575 -1.117 0.304 -0.084 0.112
Br -0.468 2.567 0.821 0.069 -0.470 -0.124
H -0.622 -1.326 0.792 -0.082 -0.046 -0.118
H 0.260 -0.221 1.923 -0.026 0.200 -0.057



# 3
9
Properties=species:S:1:pos:R:3:forces:R:3 method="wB97M-V/def2-TZVPD" e_above_lowest_kcal_mol=54.4 homo_lumo_gap_ev="7.5 / 7.7" e_tot_ha=-10411.43339 total_charge=0 e_homo_ev="-8.3 / -8.4" fmax_ev_per_a=2.532
C 0.247 -0.257 0.689 -1.592 -0.422 -0.016
C -0.873 -1.003 -0.190 2.480 0.430 0.278
C 0.837 1.067 0.116 -1.114 -0.435 0.013
Br -0.286 -2.183 -1.528 0.147 0.050 0.035
Br -2.519 -0.272 -0.476 -0.739 0.178 0.112
Br -0.481 2.410 -0.246 0.858 -0.286 0.210
Br 2.463 1.288 -0.858 -0.925 -0.583 0.554
H -0.457 -0.035 1.600 2.005 -0.014 -1.148
H 1.070 -1.016 0.892 -1.121 1.082 -0.039



# 4
7
Properties=species:S:1:pos:R:3:forces:R:3 method="wB97M-V/def2-TZVPD" e_above_lowest_kcal_mol=90.9 homo_lumo_gap_ev=8.2 e_tot_ha=-3149.48277 total_charge=0 e_homo_ev=-8.9 fmax_ev_per_a=3.336
C 0.266 2.122 0.285 -2.776 -1.008 -1.551
C 0.138 -1.378 -0.645 0.781 -0.204 -0.307
C -0.976 -1.243 -0.203 -0.148 0.760 0.032
Cl 1.250 1.674 1.492 0.915 -0.617 1.253
Br 1.865 -1.571 -1.328 -1.632 0.114 0.655
H -1.940 -0.871 0.171 0.974 -0.770 -0.383
H -0.604 1.268 0.227 1.885 1.725 0.302



# 5
9
Properties=species:S:1:pos:R:3:forces:R:3 method="wB97M-V/def2-TZVPD" e_above_lowest_kcal_mol=51.2 homo_lumo_gap_ev=10.5 smiles=ClC(Cl)Cl.C#CBr e_tot_ha=-4069.98578 total_charge=0 e_homo_ev=-10.0 fmax_ev_per_a=3.034
C 1.882 -0.221 -0.531 -0.588 -0.743 -0.212
C 2.140 0.783 0.039 1.472 1.669 1.250
C -1.551 -0.414 -0.019 -1.073 -2.425 -0.837
Cl -0.965 0.982 -0.806 0.129 0.837 -0.703
Cl -0.935 -0.526 1.623 0.323 -0.344 -0.064
Cl -3.365 -0.287 0.127 0.557 -0.288 -0.279
Br 2.829 2.120 1.036 -0.234 -0.059 -0.282
H -1.330 -1.397 -0.681 -0.434 2.365 1.851
H 1.295 -1.039 -0.788 -0.151 -1.013 -0.724



# 6
9
Properties=species:S:1:pos:R:3:forces:R:3 method="wB97M-V/def2-TZVPD" e_above_lowest_kcal_mol=70.2 homo_lumo_gap_ev="7.7 / 7.7" e_tot_ha=-3259.07608 total_charge=0 e_homo_ev="-8.2 / -8.2" fmax_ev_per_a=1.301
C 0.430 0.748 0.010 1.152 -0.182 0.343
C 1.985 -1.060 -0.562 0.083 -0.157 -1.289
C -1.521 -0.608 -0.032 0.366 -0.263 0.069
N 1.250 -0.217 -0.074 -0.701 0.870 0.126
N -0.948 0.576 0.041 -1.146 -0.031 -0.010
Cl 2.890 -2.185 0.276 0.321 -0.431 0.779
Br -3.410 -0.463 0.093 -0.030 0.268 -0.054
H 0.791 1.758 0.117 0.001 0.097 0.001
H -1.469 1.451 0.129 -0.045 -0.171 0.035



# 7
10
Properties=species:S:1:pos:R:3:forces:R:3 method="wB97M-V/def2-TZVPD" e_above_lowest_kcal_mol=14.6 homo_lumo_gap_ev="9.1 / 9.1" e_tot_ha=-3375.39385 total_charge=0 e_homo_ev="-10.4 / -10.4" fmax_ev_per_a=5.031
C -0.473 -1.465 0.233 -1.231 -0.286 0.753
C -0.642 0.785 0.025 1.515 -0.697 4.747
C 0.828 0.318 0.110 -1.214 0.286 -3.253
O -0.766 -2.598 0.269 0.546 -0.477 -0.159
O -1.332 -0.457 0.163 -0.146 0.510 -1.048
O 0.799 -0.953 0.463 1.265 0.147 -0.231
Cl 1.042 0.424 -2.260 0.124 -0.353 1.820
Br 2.186 1.403 0.718 0.042 -0.140 0.108
H -0.686 1.231 1.116 -0.748 0.201 -2.275
H -0.956 1.311 -0.834 -0.153 0.810 -0.461



# 8
10
Properties=species:S:1:pos:R:3:forces:R:3 method="wB97M-V/def2-TZVPD" e_above_lowest_kcal_mol=1.8 homo_lumo_gap_ev=8.0 e_tot_ha=-3251.78319 total_charge=0 e_homo_ev=-9.7 fmax_ev_per_a=5.438
C 2.224 1.568 -0.380 0.654 -1.366 -0.229
C -1.731 -0.991 1.380 0.815 0.134 1.515
C -2.433 -0.492 0.572 -0.387 -0.195 -0.779
N 3.323 1.902 -0.475 0.209 0.477 0.283
N 0.762 -0.192 -0.567 -2.616 4.513 -1.536
N 0.991 1.096 -0.485 -1.126 0.012 0.154
S 1.634 -1.442 -0.510 2.183 -2.902 0.397
Br -3.372 -0.177 -0.858 -1.125 0.612 -1.513
H -1.179 -1.068 2.259 0.684 -0.550 0.778
H -0.220 -0.203 -0.936 0.710 -0.734 0.931



# 9
9
Properties=species:S:1:pos:R:3:forces:R:3 method="wB97M-V/def2-TZVPD" e_above_lowest_kcal_mol=67.4 homo_lumo_gap_ev="7.3 / 7.5" e_tot_ha=-3238.04186 total_charge=-1 e_homo_ev="-4.3 / -4.4" fmax_ev_per_a=2.820
C -1.533 0.923 0.485 -0.770 0.426 1.145
C -0.478 -0.861 -0.599 1.450 -0.959 0.369
C -1.432 0.080 -0.582 -1.613 1.335 -0.243
O 2.095 -1.336 -0.811 -1.819 1.358 1.328
O 1.231 -1.064 1.494 -0.415 0.440 -0.626
S 1.134 -0.661 0.103 1.385 -2.117 -1.248
Br 2.052 1.523 0.038 -0.136 0.163 0.035
H -0.631 1.309 0.829 2.015 0.828 0.839
H -2.439 0.087 -0.958 -0.097 -1.476 -1.599



# 10
9
Properties=species:S:1:pos:R:3:forces:R:3 method="wB97M-V/def2-TZVPD" e_above_lowest_kcal_mol=25.8 homo_lumo_gap_ev="7.2 / 7.2" e_tot_ha=-3238.10820 total_charge=-1 e_homo_ev="-3.7 / -3.8" fmax_ev_per_a=3.183
C 0.693 1.047 -0.731 -0.454 1.005 -2.513
C 0.082 -0.004 -0.183 0.423 0.117 0.458
C -0.537 0.509 -1.472 -0.853 2.318 1.812
O 0.316 -2.540 2.541 0.118 0.535 -0.482
O -0.338 -0.246 3.041 0.579 -0.381 -0.425
S 0.572 -1.124 2.313 -0.786 0.270 0.385
Br -0.672 -0.645 -3.069 0.480 -0.259 -0.416
H 1.465 1.941 -0.914 -1.789 -2.502 0.817
H -1.582 1.063 -1.527 2.282 -1.104 0.365



# 11
10
Properties=species:S:1:pos:R:3:forces:R:3 method="wB97M-V/def2-TZVPD" homo_lumo_gap_ev=8.3 e_tot_ha=-607.31820 total_charge=+3 e_homo_ev=-25.4 fmax_ev_per_a=6.080
C -1.077 0.703 0.080 -0.752 -5.458 -2.571
C -1.115 -0.792 0.199 0.235 3.876 -3.118
O 0.149 -1.184 0.140 1.368 -0.040 0.794
C 0.975 -0.106 -0.077 -3.806 0.022 1.573
O 0.237 1.016 -0.032 1.264 0.416 0.544
O 2.156 -0.186 -0.135 -0.309 -0.836 -0.168
Cd 3.967 0.493 -0.331 2.862 0.865 -0.310
F -1.856 1.293 -0.740 -0.459 1.020 1.474
H -1.853 -1.391 -0.353 -0.720 -0.325 1.356
H -1.582 0.155 1.246 0.318 0.459 0.426



# 12
8
Properties=species:S:1:pos:R:3:forces:R:3 method="wB97M-V/def2-TZVPD" e_above_lowest_kcal_mol=43.0 homo_lumo_gap_ev=5.2 e_tot_ha=-432.75663 total_charge=+2 e_homo_ev=-18.6 fmax_ev_per_a=2.780
O -0.806 0.951 -0.263 2.726 0.390 -0.383
O -0.610 -1.120 0.192 1.965 -0.746 1.073
C -2.092 0.548 -0.139 -1.843 0.025 0.877
C -2.009 -0.813 0.215 -0.481 1.955 -0.906
C 0.054 -0.038 0.048 -1.652 -0.049 -1.150
H -2.526 -1.204 1.096 -0.509 -0.782 -0.900
Cd 2.332 0.178 0.050 -0.972 -0.078 0.037
H -2.630 -0.579 -0.973 0.766 -0.714 1.352